Entry 1:
Computed, not measured: a structure of composition C23H33F5O18, with ωB97M-V/def2-TZVPD.

The geometry in ORCA input format:
```
! wB97M-V def2-TZVPD RIJCOSX def2/J DEFGRID3
* xyz 0 1
O -2.86365 -5.00466 -0.62948
C -1.06207 1.80140 -2.64628
F -2.54004 0.73907 -0.98478
H -3.92928 2.07534 2.83511
H -2.70121 1.51182 0.15461
C 2.05533 3.59957 -2.81352
H -4.18810 0.67550 1.75935
H 1.37688 2.61790 -0.31966
O 1.66837 1.57261 -4.03270
F -0.82878 -5.40232 -3.23552
H -1.38275 1.64956 -3.67692
H -0.80654 -0.48262 2.93852
H 2.56858 3.75174 -1.86404
O -0.86604 -4.40664 -1.35939
C -1.21405 1.21934 2.41457
H -0.75867 -0.05787 0.21898
C -0.60952 -1.20707 3.72875
H 1.08022 4.08493 -2.85475
O -2.39712 0.76863 2.84238
H -1.25193 -1.03666 4.59268
C 1.43743 -3.26905 -1.03471
C 0.24948 -0.06980 0.63322
H -3.20790 -5.34160 -2.75008
O 2.26901 2.23150 1.50091
C -2.64502 -5.63035 -1.86245
H 0.10269 2.11045 1.01065
C 1.98229 2.08507 -2.98982
F 2.44287 4.08242 0.34516
H -0.62025 -6.45076 -1.58946
O 2.44650 -2.76115 3.80042
C -0.79800 -2.54341 2.98865
H 3.74695 -1.55351 -1.37313
O 0.73157 3.39196 2.64328
C 0.44782 3.56838 1.26391
C 3.79022 -0.52967 -1.74460
C -3.45213 1.38277 2.14173
C -1.13902 -5.55659 -1.93507
H 2.69050 3.91412 -3.64160
C 0.54411 -2.35483 -0.09319
C -2.70837 2.09118 1.07786
O -0.14367 0.95222 2.92457
H 0.18118 -0.33832 1.68742
C 2.32943 -0.00697 -1.83931
H 1.67177 1.63767 0.24535
H 1.68438 -0.20277 -0.98276
H -1.80662 -2.88139 3.22647
C -1.79945 -4.15555 -0.37909
H 4.41208 0.17790 -1.19620
O 2.22674 2.26533 3.86022
H 0.48793 -2.67020 0.94868
H 4.19174 -0.79755 -2.72190
O -1.81637 2.78351 -0.70278
O -1.35727 2.08444 1.44903
H -3.21769 2.19384 -2.15885
O 0.29520 -3.24359 3.33761
H 0.33914 1.76750 -0.63042
O -1.67085 -3.18730 0.42601
H 2.36212 -3.52833 -0.51914
H 1.64023 -2.83671 -2.01454
H -2.93424 -6.67249 -1.72684
C 1.27734 -2.39437 3.75660
H 1.83048 -0.59217 -2.61176
O -0.22814 4.48545 -0.63715
H 0.14514 4.56621 0.94638
O -0.45465 3.01058 -2.48440
O 0.80822 -1.22104 3.95487
H -0.42932 2.95954 1.04474
H 0.88096 -4.18614 -1.22806
O 2.33650 1.42127 -1.93237
H -0.43839 0.98467 -2.28287
O 0.93510 -0.92345 -0.24363
H -0.49193 -2.36414 -0.43177
F -0.71398 -2.20490 1.70259
C 0.61370 1.40171 0.35898
C 1.72163 2.58062 2.76186
C -0.80139 3.51679 -1.25592
F -3.09002 3.37922 0.93364
C -2.31422 1.85937 -1.64901
C 1.67694 3.11306 0.60386
*
```

DFT total energy ... -74804.4136 eV
LUMO energy ... -0.24 eV
M ... 692.49 g/mol

***

Entry 2:
Computed, not measured: a structure of composition C23H33IrN2O4SSi2, with ωB97M-V/def2-TZVPD.

The geometry in ORCA input format:
```
! wB97M-V def2-TZVPD RIJCOSX def2/J DEFGRID3
* xyz 0 5
O -4.21663 -0.49632 0.85175
H 2.21646 2.85366 4.79077
C -1.50999 -0.21494 -1.44156
H -0.55498 0.55393 4.74259
C 1.48439 2.49179 2.79984
C 1.56119 -3.44227 -2.61841
H 3.55859 0.50222 4.28971
O -0.18112 0.19358 -3.45298
H -2.08154 -5.58652 -0.25303
H 0.89653 -5.38486 -1.91404
Ir 0.13529 -0.10051 1.14863
H -2.85621 -4.92879 1.19913
H -0.77717 -3.52042 -1.81449
C -3.04433 -0.27645 0.56183
C 2.08314 4.67517 3.68486
H 2.44387 5.28523 4.50464
C 1.27180 4.46933 1.43630
H 0.54925 -0.79274 5.02177
H 1.82970 6.33388 2.34680
H 3.80473 0.33837 2.54866
H 0.65703 -3.18762 -3.17835
C 3.16402 0.04003 3.38071
C -3.48670 1.37510 -2.83028
H -4.64830 1.08795 -1.06331
H 1.70421 -5.41840 -3.49149
H 0.97472 0.82577 5.59389
H -2.01738 2.59407 0.40410
H 2.40228 -3.02472 -3.16989
C 1.70991 -4.95923 -2.50239
H -1.09930 -5.12853 1.15303
C -1.97550 -4.86577 0.56019
C 1.51798 2.47677 -1.43136
C -0.40418 0.99738 -4.59771
H 3.24189 -1.04393 3.49491
H 2.64968 -5.21056 -2.01087
C 1.95248 3.30255 3.83736
H -4.22473 1.95130 -3.36790
C -3.71149 0.87736 -1.56253
S 0.85973 -2.44444 1.20582
Si 0.43200 2.07943 0.09057
Si 1.35708 0.60017 3.11250
H 2.56446 2.22182 -1.25768
H 0.29359 1.83830 -4.59897
C -2.73952 0.12000 -0.85812
C 0.53333 -2.86412 -0.42543
H -0.75785 -0.80032 -0.92076
H 1.46411 3.54244 -1.67104
C -1.83283 -3.44747 0.02065
H -1.60051 2.67457 -1.30835
H 2.42558 -2.58302 -0.89754
H 1.00084 4.94992 0.50010
N -0.66227 -3.30300 -0.83680
O -2.04282 -0.28936 1.33808
H -1.16737 4.00537 -0.22316
C 1.73844 5.26132 2.47571
H -2.71469 -3.17114 -0.56022
C -1.24703 2.91818 -0.30092
H -0.26555 0.40537 -5.50309
C 1.14118 3.08521 1.57655
C -2.24019 1.09609 -3.36913
C -1.28384 0.30934 -2.68956
N 1.53374 -2.76804 -1.32894
H 1.17474 1.91349 -2.30429
H -1.74346 -2.74870 0.84922
O -1.73867 1.48439 -4.54639
C 0.49815 0.27136 4.78034
*
```

DFT total energy ... -64983.4121 eV
LUMO energy (spin up / spin down) ... -0.15 / -2.75 eV
M ... 681.98 g/mol

***

Entry 3:
Computed, not measured: the molecule C23H33N3O4S, with ωB97M-V/def2-TZVPD.

The geometry in ORCA input format:
```
! wB97M-V def2-TZVPD RIJCOSX def2/J DEFGRID3
* xyz 0 1
C -1.22429 -2.19605 0.84037
H -1.79381 -1.67039 1.60855
C 1.99480 0.73920 -2.67236
H -1.75372 -2.37376 4.14074
H 0.40400 -3.01155 -3.14888
C -3.70959 1.80533 4.62954
H 2.04651 -3.42068 -3.67236
H -4.57542 1.51864 4.03455
H -3.98633 1.72027 5.68040
S -0.63360 -0.25895 -3.23718
H 5.29943 0.54038 -2.90281
C 3.24987 0.20144 -2.45178
C -0.01620 3.77425 -2.86356
C -0.37086 -0.77916 3.77883
H 4.42676 1.93385 -2.24880
H -2.53438 -1.17053 -1.33275
C -1.84899 -0.44308 -0.87683
C -0.70853 -1.19348 -0.18969
H 0.10745 4.33892 -1.93143
H -3.65199 -0.89504 4.60988
H 3.88518 -1.80125 -2.37877
C 0.78937 -1.69001 3.44860
H -0.37927 -3.62528 2.23963
H 1.72114 -1.21127 3.76707
H -1.90146 1.20497 -2.15591
C 1.69955 2.17078 -2.74067
H 0.68205 -2.62243 4.01278
H 0.65831 0.47784 -0.21701
C -1.61903 -1.30179 4.09783
C -0.22188 0.60155 3.76080
H -0.16969 -1.73893 -0.96860
C -0.03271 -2.92848 1.47372
H -1.57479 3.01139 -4.10465
N 0.97180 -2.06737 2.05806
H -2.39857 0.15651 -0.14654
C 1.09790 -0.35668 -2.86532
H 1.96245 -1.52267 0.34047
C -1.29341 1.43533 4.02820
H 2.08062 -0.36108 1.67083
H -2.12757 3.52187 -2.50172
H 0.74485 1.03168 3.53835
H -1.88110 -2.92547 0.36339
O 0.39617 2.42592 -2.64215
H -1.73190 4.73939 -3.72130
H -3.46947 2.84489 4.42091
O 2.54066 3.03489 -2.86741
H 0.63924 4.21738 -3.62143
C 1.39755 -1.03001 1.14316
O -1.13706 -1.60276 -3.37299
C 0.25445 -0.23271 0.50444
C -1.46234 3.76350 -3.32721
H 4.90969 0.60065 -1.18077
C 1.83265 -1.51145 -2.76289
N 3.12484 -1.15020 -2.49998
H -0.28624 0.32449 1.27104
O -0.84424 0.62939 -4.34290
H 1.63655 -3.47310 -1.95556
H 0.46495 -3.51257 0.68855
C -2.54371 0.91313 4.32854
C 1.45647 -2.94187 -2.89119
C 4.55117 0.85808 -2.17760
N -1.30188 0.44609 -1.87972
C -2.68896 -0.46904 4.36537
H -1.15341 2.50706 4.00606
*
```

DFT total energy ... -47882.8034 eV
SMILES string ... CCOC(=O)c1c(C)[nH]c(C)c1S(=O)(=O)NCC1CCN(Cc2ccc(C)cc2)CC1
LUMO energy ... 0.62 eV
M ... 447.60 g/mol

***

> Which of these has the highest DFT total energy?

C23H33N3O4S

***

> Among the records above, which one has the highest M?

C23H33F5O18